Computed, not measured: C40H41GeN3OP2STeW as an isolated structure in a non-equilibrium geometry, with ωB97M-V with the def2-TZVPD basis set.

Calculated values
Orbital gap ... 6.7 eV
ΔE to the lowest compared entry with this formula, charge and spin ... 1.037 eV
Molar mass ... 1057.85 g/mol

```
91
C40H41GeN3OP2STeW ωB97M-V with the def2-TZVPD basis set
W 0.002 -0.317 0.523
Te -3.431 0.914 1.809
C -5.113 2.034 1.162
C -5.900 2.734 2.068
C -6.977 3.468 1.595
N -7.309 3.555 0.309
C -6.549 2.885 -0.555
C -5.457 2.118 -0.181
C -2.416 0.706 0.001
P -0.972 1.726 -0.281
C -0.907 2.210 -2.037
C -2.040 2.269 -2.842
C -1.929 2.619 -4.179
C -0.687 2.922 -4.718
C 0.446 2.873 -3.918
C 0.338 2.514 -2.582
C -1.308 3.331 0.519
C -0.475 3.819 1.518
C -0.767 5.019 2.156
C -1.899 5.733 1.797
C -2.731 5.258 0.790
C -2.432 4.068 0.149
P -1.967 -0.873 -0.658
C -3.260 -2.029 -0.107
C -4.615 -1.710 -0.212
C -5.578 -2.583 0.264
C -5.199 -3.779 0.863
C -3.856 -4.090 0.996
C -2.890 -3.212 0.518
C -2.009 -0.971 -2.483
C -0.797 -1.087 -3.157
C -0.765 -1.124 -4.545
C -1.945 -1.051 -5.267
C -3.160 -0.944 -4.601
C -3.192 -0.904 -3.217
H -5.678 2.726 3.129
H -7.604 4.022 2.285
H -6.827 2.965 -1.601
H -4.867 1.601 -0.932
H -3.006 2.015 -2.420
H -2.814 2.647 -4.803
H -0.600 3.191 -5.763
H 1.417 3.105 -4.337
H 1.226 2.448 -1.964
H 0.406 3.261 1.802
H -0.111 5.389 2.934
H -2.132 6.664 2.298
H -3.616 5.814 0.509
H -3.083 3.699 -0.635
H -4.921 -0.757 -0.624
H -6.625 -2.321 0.184
H -5.955 -4.458 1.238
H -3.553 -5.013 1.474
H -1.841 -3.439 0.631
H 0.123 -1.127 -2.588
H 0.184 -1.206 -5.058
H -1.921 -1.078 -6.349
H -4.083 -0.889 -5.163
H -4.144 -0.813 -2.714
C -0.169 -4.902 -0.419
Ge 1.187 -3.805 0.513
C 2.539 -3.356 -0.850
C 2.079 -5.004 1.804
C 0.429 -2.288 1.531
H 0.318 -5.795 -0.815
H -0.614 -4.362 -1.257
H -0.972 -5.232 0.240
H 2.992 -4.284 -1.207
H 3.331 -2.727 -0.443
H 2.099 -2.841 -1.703
H 2.528 -5.857 1.292
H 1.368 -5.383 2.540
H 2.869 -4.475 2.341
H 1.188 -2.069 2.298
H -0.402 -2.724 2.106
N 3.865 2.138 3.344
C 3.068 1.941 4.430
O 3.317 2.407 5.522
C 1.809 1.169 4.180
C 1.160 0.567 5.252
C 0.006 -0.155 5.004
C -0.447 -0.284 3.706
N 0.147 0.324 2.674
C 1.229 1.070 2.931
H 4.737 2.616 3.496
H 3.770 1.584 2.511
H 1.570 0.677 6.247
H -0.529 -0.642 5.807
H -1.307 -0.896 3.467
H 1.644 1.578 2.071
S 1.795 -0.196 -0.546
```